A 11-piece molecular cluster, C63H157N11O18 overall, computed with ωB97M-V/def2-TZVPD.

Last columns: bonded neighbours and bond lengths (Å).
Atoms and positions in Å:
1 C -1.75 1.78 4.29  C2 1.539, H12 1.093, H13 1.094, H14 1.086
2 C -3.26 1.54 4.15  C1 1.539, C3 1.548, N7 1.488, C11 1.516
3 C -3.69 1.23 5.60  C2 1.548, C4 1.530, H15 1.093, H16 1.092
4 C -5.19 1.35 5.88  C3 1.530, C5 1.530, H17 1.092, H18 1.093
5 C -5.69 2.74 5.49  C4 1.530, C6 1.541, H19 1.092, H20 1.093
6 C -5.26 3.26 4.11  C5 1.541, N7 1.482, C9 1.554, C10 1.518
7 N -3.87 2.86 3.82  C2 1.488, C6 1.482, O8 1.434
8 O -3.62 3.18 2.44  N7 1.434, H30 0.968
9 C -6.22 2.64 3.05  C6 1.554, H21 1.088, H22 1.095, H23 1.090
10 C -5.34 4.77 4.12  C6 1.518, H24 1.092, H25 1.097, H26 1.087
11 C -3.56 0.36 3.24  C2 1.516, H27 1.088, H28 1.091, H29 1.092
12 H -1.65 2.77 4.76  C1 1.093
13 H -1.33 1.95 3.30  C1 1.094
14 H -1.20 1.04 4.86  C1 1.086
15 H -3.33 0.22 5.83  C3 1.093
16 H -3.19 1.88 6.31  C3 1.092
17 H -5.35 1.21 6.95  C4 1.092
18 H -5.77 0.56 5.38  C4 1.093
19 H -5.52 3.42 6.33  C5 1.092
20 H -6.78 2.68 5.48  C5 1.093
21 H -5.91 1.70 2.59  C9 1.088
22 H -7.14 2.30 3.55  C9 1.095
23 H -6.53 3.34 2.28  C9 1.090
24 H -4.64 5.26 4.80  C10 1.092
25 H -4.90 5.11 3.18  C10 1.097
26 H -6.35 5.16 4.23  C10 1.087
27 H -3.36 -0.61 3.68  C11 1.088
28 H -3.03 0.47 2.29  C11 1.091
29 H -4.60 0.39 2.92  C11 1.092
30 H -2.85 3.76 2.53  O8 0.968
31 C 3.80 -2.64 -3.43  O32 1.414, H40 1.092, H41 1.096, H42 1.087
32 O 3.28 -1.35 -3.18  C31 1.414, C33 1.419
33 C 3.72 -0.28 -4.00  O32 1.419, C34 1.516, H43 1.096, H44 1.092
34 C 2.76 0.88 -3.82  C33 1.516, N35 1.470, H45 1.100, H46 1.092
35 N 3.42 2.15 -3.49  C34 1.470, C36 1.492, H47 1.015
36 C 3.98 2.15 -2.11  N35 1.492, C37 1.543, H48 1.090, H49 1.094
37 C 4.27 3.55 -1.54  C36 1.543, O38 1.396, H50 1.092, H51 1.102
38 O 5.64 3.77 -1.39  C37 1.396, C39 1.399
39 C 6.29 4.12 -2.58  O38 1.399, H52 1.097, H53 1.094, H54 1.094
40 H 4.85 -2.65 -3.75  C31 1.092
41 H 3.23 -3.12 -4.22  C31 1.096
42 H 3.64 -3.20 -2.51  C31 1.087
43 H 3.69 -0.53 -5.06  C33 1.096
44 H 4.75 -0.05 -3.71  C33 1.092
45 H 1.97 0.66 -3.08  C34 1.100
46 H 2.15 1.11 -4.70  C34 1.092
47 H 2.73 2.89 -3.56  N35 1.015
48 H 4.94 1.67 -2.27  C36 1.090
49 H 3.31 1.60 -1.44  C36 1.094
50 H 3.69 3.71 -0.63  C37 1.092
51 H 3.79 4.29 -2.19  C37 1.102
52 H 5.60 4.78 -3.13  C39 1.097
53 H 6.67 3.29 -3.18  C39 1.094
54 H 7.16 4.77 -2.41  C39 1.094
55 C -0.43 -1.87 5.08  O56 1.403, H64 1.098, H65 1.099, H66 1.085
56 O 0.06 -3.17 5.26  C55 1.403, C57 1.399
57 C -0.32 -4.13 4.32  O56 1.399, C58 1.582, H67 1.084, H68 1.095
58 C -1.75 -4.67 4.74  C57 1.582, N59 1.459, H69 1.089, H70 1.099
59 N -2.21 -5.68 3.79  C58 1.459, C60 1.466, H71 1.015
60 C -1.76 -7.02 4.18  N59 1.466, C61 1.523, H72 1.095, H73 1.091
61 C -2.02 -8.02 3.06  C60 1.523, O62 1.416, H74 1.097, H75 1.090
62 O -3.35 -8.51 3.11  C61 1.416, C63 1.397
63 C -3.65 -9.45 4.10  O62 1.397, H76 1.094, H77 1.099, H78 1.093
64 H -1.52 -1.80 5.19  C55 1.098
65 H -0.30 -1.55 4.04  C55 1.099
66 H 0.05 -1.17 5.77  C55 1.085
67 H 0.40 -4.94 4.39  C57 1.084
68 H -0.38 -3.75 3.29  C57 1.095
69 H -2.45 -3.85 4.85  C58 1.089
70 H -1.54 -5.08 5.74  C58 1.099
71 H -3.21 -5.60 3.91  N59 1.015
72 H -2.32 -7.31 5.08  C60 1.095
73 H -0.70 -7.06 4.42  C60 1.091
74 H -1.26 -8.82 3.07  C61 1.097
75 H -1.86 -7.52 2.10  C61 1.090
76 H -4.71 -9.72 4.12  C63 1.094
77 H -3.57 -9.02 5.10  C63 1.099
78 H -3.08 -10.36 3.91  C63 1.093
79 C -1.93 5.12 0.59  O80 1.414, H88 1.095, H89 1.093, H90 1.088
80 O -1.25 5.31 1.81  C79 1.414, C81 1.416
81 C -0.09 6.12 1.81  O80 1.416, C82 1.521, H91 1.095, H92 1.094
82 C 0.71 5.68 3.03  C81 1.521, N83 1.433, H93 1.101, H94 1.097
83 N 1.25 4.36 2.86  C82 1.433, C84 1.471, H95 1.015
84 C 1.92 3.86 4.06  N83 1.471, C85 1.501, H96 1.100, H97 1.091
85 C 2.61 2.56 3.77  C84 1.501, O86 1.410, H98 1.103, H99 1.094
86 O 1.74 1.47 4.01  C85 1.410, C87 1.407
87 C 2.11 0.30 3.33  O86 1.407, H100 1.092, H101 1.090, H102 1.096
88 H -3.00 5.28 0.78  C79 1.095
89 H -1.83 4.06 0.32  C79 1.093
90 H -1.65 5.86 -0.15  C79 1.088
91 H -0.26 7.19 1.91  C81 1.095
92 H 0.52 5.98 0.91  C81 1.094
93 H 0.09 5.85 3.91  C82 1.101
94 H 1.56 6.38 3.10  C82 1.097
95 H 0.56 3.68 2.56  N83 1.015
96 H 1.16 3.68 4.84  C84 1.100
97 H 2.58 4.58 4.55  C84 1.091
98 H 3.42 2.46 4.51  C85 1.103
99 H 3.10 2.49 2.79  C85 1.094
100 H 1.91 0.48 2.27  C87 1.092
101 H 1.53 -0.58 3.60  C87 1.090
102 H 3.16 0.08 3.56  C87 1.096
103 C -2.54 8.24 -3.73  O104 1.397, H112 1.098, H113 1.096, H114 1.089
104 O -3.36 7.37 -3.02  C103 1.397, C105 1.424
105 C -4.76 7.51 -3.23  O104 1.424, C106 1.537, H115 1.090, H116 1.093
106 C -5.19 6.84 -4.54  C105 1.537, N107 1.430, H117 1.103, H118 1.098
107 N -5.21 5.41 -4.45  C106 1.430, C108 1.450, H119 1.005
108 C -5.53 4.68 -5.67  N107 1.450, C109 1.549, H120 1.097, H121 1.089
109 C -5.87 3.21 -5.30  C108 1.549, O110 1.419, H122 1.089, H123 1.097
110 O -4.77 2.40 -4.92  C109 1.419, C111 1.423
111 C -4.01 2.67 -3.75  O110 1.423, H124 1.088, H125 1.090, H126 1.093
112 H -2.72 9.31 -3.51  C103 1.098
113 H -2.64 8.16 -4.82  C103 1.096
114 H -1.52 8.02 -3.44  C103 1.089
115 H -5.02 8.56 -3.14  C105 1.090
116 H -5.29 6.85 -2.53  C105 1.093
117 H -4.61 7.30 -5.36  C106 1.103
118 H -6.20 7.22 -4.72  C106 1.098
119 H -4.39 5.07 -3.99  N107 1.005
120 H -4.65 4.62 -6.31  C108 1.097
121 H -6.45 5.02 -6.16  C108 1.089
122 H -6.39 2.73 -6.12  C109 1.089
123 H -6.52 3.24 -4.42  C109 1.097
124 H -3.35 1.82 -3.62  C111 1.088
125 H -4.55 2.88 -2.82  C111 1.090
126 H -3.37 3.50 -4.05  C111 1.093
127 C -4.97 -8.91 -3.51  O128 1.399, H136 1.096, H137 1.098, H138 1.092
128 O -5.21 -7.54 -3.59  C127 1.399, C129 1.423
129 C -4.23 -6.79 -4.30  O128 1.423, C130 1.521, H139 1.095, H140 1.097
130 C -4.84 -5.41 -4.49  C129 1.521, N131 1.475, H141 1.091, H142 1.093
131 N -3.93 -4.28 -4.78  C130 1.475, C132 1.498, H143 1.018
132 C -2.91 -4.14 -3.69  N131 1.498, C133 1.538, H144 1.087, H145 1.092
133 C -2.46 -2.67 -3.76  C132 1.538, O134 1.439, H146 1.099, H147 1.088
134 O -1.28 -2.60 -4.59  C133 1.439, C135 1.414
135 C -0.52 -1.41 -4.44  O134 1.414, H148 1.093, H149 1.085, H150 1.100
136 H -3.97 -9.23 -3.17  C127 1.096
137 H -5.16 -9.48 -4.43  C127 1.098
138 H -5.71 -9.26 -2.79  C127 1.092
139 H -3.92 -7.24 -5.24  C129 1.095
140 H -3.32 -6.72 -3.69  C129 1.097
141 H -5.41 -5.21 -3.58  C130 1.091
142 H -5.59 -5.53 -5.27  C130 1.093
143 H -3.35 -4.53 -5.58  N131 1.018
144 H -2.10 -4.86 -3.79  C132 1.087
145 H -3.47 -4.16 -2.75  C132 1.092
146 H -2.06 -2.35 -2.79  C133 1.099
147 H -3.24 -2.01 -4.13  C133 1.088
148 H -1.13 -0.56 -4.76  C135 1.093
149 H 0.46 -1.55 -4.87  C135 1.085
150 H -0.35 -1.23 -3.37  C135 1.100
151 C 1.56 7.31 -2.54  O152 1.412, H160 1.092, H161 1.094, H162 1.091
152 O 1.37 5.93 -2.75  C151 1.412, C153 1.423
153 C 0.24 5.34 -2.13  O152 1.423, C154 1.538, H163 1.090, H164 1.090
154 C -0.52 4.50 -3.17  C153 1.538, N155 1.470, H165 1.100, H166 1.096
155 N 0.41 3.61 -3.89  C154 1.470, C156 1.469, H167 1.021
156 C -0.28 2.99 -5.03  N155 1.469, C157 1.558, H168 1.091, H169 1.091
157 C -0.28 3.93 -6.27  C156 1.558, O158 1.417, H170 1.097, H171 1.094
158 O -0.69 3.28 -7.46  C157 1.417, C159 1.410
159 C -2.09 3.19 -7.58  O158 1.410, H172 1.097, H173 1.100, H174 1.088
160 H 2.41 7.51 -1.88  C151 1.092
161 H 0.68 7.79 -2.10  C151 1.094
162 H 1.73 7.81 -3.50  C151 1.091
163 H -0.55 6.04 -1.85  C153 1.090
164 H 0.49 4.65 -1.33  C153 1.090
165 H -1.12 5.18 -3.79  C154 1.100
166 H -1.27 3.93 -2.61  C154 1.096
167 H 1.07 4.34 -4.18  N155 1.021
168 H -1.30 2.65 -4.87  C156 1.091
169 H 0.32 2.09 -5.18  C156 1.091
170 H 0.78 4.09 -6.46  C157 1.097
171 H -0.68 4.95 -6.18  C157 1.094
172 H -2.51 4.20 -7.43  C159 1.097
173 H -2.56 2.58 -6.79  C159 1.100
174 H -2.34 2.70 -8.51  C159 1.088
175 C 8.40 2.12 -0.54  O176 1.395, H184 1.104, H185 1.099, H186 1.087
176 O 8.55 1.59 0.75  C175 1.395, C177 1.429
177 C 9.24 2.55 1.55  O176 1.429, C178 1.519, H187 1.096, H188 1.094
178 C 9.28 2.27 3.05  C177 1.519, N179 1.480, H189 1.092, H190 1.093
179 N 8.00 2.43 3.77  C178 1.480, C180 1.467, H191 1.014
180 C 6.84 1.73 3.21  N179 1.467, C181 1.550, H192 1.086, H193 1.100
181 C 6.80 0.23 3.59  C180 1.550, O182 1.429, H194 1.091, H195 1.095
182 O 5.55 -0.35 3.22  C181 1.429, C183 1.421
183 C 5.37 -0.77 1.87  O182 1.421, H196 1.092, H197 1.097, H198 1.086
184 H 9.38 2.33 -0.99  C175 1.104
185 H 7.99 3.13 -0.61  C175 1.099
186 H 7.82 1.48 -1.21  C175 1.087
187 H 8.66 3.47 1.38  C177 1.096
188 H 10.27 2.73 1.25  C177 1.094
189 H 9.88 3.11 3.39  C178 1.092
190 H 9.70 1.28 3.24  C178 1.093
191 H 8.08 2.01 4.69  N179 1.014
192 H 6.48 1.94 2.21  C180 1.086
193 H 6.07 2.19 3.84  C180 1.100
194 H 6.73 0.06 4.67  C181 1.091
195 H 7.60 -0.36 3.14  C181 1.095
196 H 6.13 -1.44 1.47  C183 1.092
197 H 5.43 0.16 1.29  C183 1.097
198 H 4.38 -1.20 1.76  C183 1.086
199 C -1.21 1.44 -1.18  C200 1.521, H205 1.092, H206 1.093, H207 1.091
200 C -0.66 0.76 0.07  C199 1.521, C201 1.521, N204 1.459, H208 1.091
201 C 0.18 -0.43 -0.34  C200 1.521, O202 1.410, H209 1.098, H210 1.096
202 O 0.46 -1.20 0.81  C201 1.410, C203 1.399
203 C 1.30 -2.31 0.66  O202 1.399, H211 1.088, H212 1.096, H213 1.102
204 N 0.03 1.67 0.98  C200 1.459, H214 1.012, H215 1.014
205 H -0.48 2.14 -1.59  C199 1.092
206 H -2.12 1.98 -0.91  C199 1.093
207 H -1.54 0.74 -1.95  C199 1.091
208 H -1.54 0.43 0.62  C200 1.091
209 H 1.05 -0.07 -0.90  C201 1.098
210 H -0.37 -1.06 -1.05  C201 1.096
211 H 1.04 -3.15 1.29  C203 1.088
212 H 2.35 -1.98 0.67  C203 1.096
213 H 1.25 -2.74 -0.35  C203 1.102
214 H 0.52 1.14 1.68  N204 1.012
215 H 0.70 2.32 0.57  N204 1.014
216 C 5.35 -3.61 4.42  C217 1.519, H222 1.090, H223 1.090, H224 1.099
217 C 4.45 -4.35 3.44  C216 1.519, C218 1.524, N221 1.502, H225 1.098
218 C 2.97 -3.99 3.45  C217 1.524, O219 1.431, H226 1.091, H227 1.094
219 O 2.23 -4.89 2.62  C218 1.431, C220 1.405
220 C 2.15 -6.21 3.10  O219 1.405, H228 1.098, H229 1.098, H230 1.089
221 N 5.09 -4.13 2.09  C217 1.502, H231 1.013, H232 1.019
222 H 5.53 -2.56 4.22  C216 1.090
223 H 6.30 -4.13 4.55  C216 1.090
224 H 4.84 -3.67 5.40  C216 1.099
225 H 4.64 -5.40 3.69  C217 1.098
226 H 2.89 -2.99 3.03  C218 1.091
227 H 2.58 -3.92 4.47  C218 1.094
228 H 1.88 -6.31 4.16  C220 1.098
229 H 3.11 -6.74 3.09  C220 1.098
230 H 1.46 -6.73 2.44  C220 1.089
231 H 6.07 -4.33 2.24  N221 1.013
232 H 4.70 -4.87 1.51  N221 1.019
233 C 0.14 -9.44 -2.28  C234 1.551, H239 1.093, H240 1.089, H241 1.091
234 C -0.67 -8.72 -1.17  C233 1.551, C235 1.538, N238 1.448, H242 1.089
235 C -0.40 -7.20 -1.22  C234 1.538, O236 1.405, H243 1.101, H244 1.099
236 O 0.91 -6.90 -0.83  C235 1.405, C237 1.412
237 C 1.13 -5.56 -0.45  O236 1.412, H245 1.093, H246 1.087, H247 1.100
238 N -2.08 -8.96 -1.44  C234 1.448, H248 1.015, H249 1.009
239 H -0.45 -9.83 -3.12  C233 1.093
240 H 0.62 -10.31 -1.84  C233 1.089
241 H 0.84 -8.75 -2.76  C233 1.091
242 H -0.39 -9.17 -0.22  C234 1.089
243 H -1.13 -6.69 -0.56  C235 1.101
244 H -0.64 -6.80 -2.22  C235 1.099
245 H 0.53 -4.81 -0.97  C237 1.093
246 H 2.18 -5.31 -0.38  C237 1.087
247 H 0.75 -5.52 0.59  C237 1.100
248 H -2.63 -8.50 -0.73  N238 1.015
249 H -2.37 -8.68 -2.36  N238 1.009

- energy above the lowest of the compared OMol25 structures with the same formula, charge and spin (kJ/mol) = 0.0
- 2S+1 = 1
- SMILES = CC1(C)CCCC(C)(C)N1O.COC[C@H](C)N.COC[C@H](C)N.COC[C@H](C)N.COCCNCCOC.COCCNCCOC.COCCNCCOC.COCCNCCOC.COCCNCCOC.COCCNCCOC.COCCNCCOC
- Kohn-Sham gap (Ha) = 0.3172
- net charge = 0

Mulliken population analysis, charges in e, atoms 1 to 8: -1.9123, 2.2270, -1.1599, -0.7339, -1.4866, 1.8919, 0.1773, -0.1551